ORCA calculation (the ωB97M-V functional and the def2-TZVPD basis) on the ion C19H25FN3O3S with charge +1 at a distorted geometry.

The value obtained for the energy above the lowest of the compared OMol25 structures with the same formula, charge and spin is 0.0 kJ/mol. Its LUMO energy is -0.12594 hartree. The strongest force on any atom comes out at 1.3 eV/Å. The total charge is +1. The SMILES is C[C@@H](NCCc1ccc(S([NH3+])(=O)=O)cc1)C(=O)NCCc1ccc(F)cc1. The calculation puts the frontier orbital gap at 8.3726 eV. For the highest occupied orbital energy, the calculation gives -0.4336 hartree.

Last column: natural (NBO) charge in e.
Atoms and positions in Å:
C -3.646 0.615 -0.715  -0.5994
H -3.937 -0.103 -1.478  0.2216
H -3.507 1.587 -1.181  0.2218
H -4.452 0.694 0.010  0.2221
C -2.356 0.161 -0.023  -0.1491
N -2.531 -1.200 0.457  -0.6400
H -3.417 -1.275 0.945  0.3761
C -1.471 -1.789 1.245  -0.2170
H -1.775 -2.820 1.442  0.2187
H -0.566 -1.809 0.634  0.2044
C -1.143 -1.118 2.607  -0.4889
C -0.391 0.158 2.412  0.1712
C 0.824 0.130 1.724  -0.2483
C 1.424 1.301 1.309  -0.1362
C 0.811 2.497 1.629  -0.4082
C -0.322 2.569 2.419  -0.1528
C -0.915 1.387 2.820  -0.2559
H -1.815 1.415 3.415  0.2356
H -0.730 3.532 2.682  0.2516
S 1.381 3.949 0.826  2.2885
O 2.688 3.868 0.291  -0.8562
O 0.838 5.158 1.324  -0.8574
N 0.321 3.714 -0.784  -0.9673
H -0.443 4.389 -0.785  0.4310
H 0.935 3.907 -1.577  0.4332
H -0.064 2.730 -0.896  0.4832
H 2.332 1.300 0.731  0.2529
H 1.279 -0.816 1.480  0.2378
H -2.065 -0.944 3.164  0.2183
H -0.529 -1.821 3.172  0.2425
C -1.236 0.229 -1.056  0.7237
O -0.501 1.218 -1.167  -0.7433
N -1.171 -0.825 -1.855  -0.5859
H -1.799 -1.591 -1.645  0.4268
C -0.279 -0.957 -2.985  -0.2177
H 0.317 -0.044 -3.029  0.2233
C 0.624 -2.188 -2.863  -0.4239
C 1.582 -2.084 -1.708  -0.0467
C 1.507 -2.968 -0.639  -0.1909
C 2.395 -2.880 0.421  -0.3163
C 3.360 -1.888 0.399  0.4591
C 3.461 -0.995 -0.654  -0.3114
C 2.569 -1.104 -1.704  -0.1835
H 2.655 -0.427 -2.541  0.2168
H 4.238 -0.248 -0.649  0.2380
F 4.208 -1.776 1.437  -0.3252
H 2.354 -3.571 1.248  0.2401
H 0.761 -3.748 -0.637  0.2204
H 0.006 -3.081 -2.755  0.2138
H 1.188 -2.281 -3.793  0.2352
H -0.878 -1.035 -3.898  0.2126
H -2.116 0.879 0.775  0.2014